Record 1
A cluster of 2 separate species, C3H2O3 in total at a distorted geometry. Source: the Open Molecules 2025 dataset; level of theory: wB97M-V/def2-TZVPD.

```
8
C3H2O3 | the Open Molecules 2025 dataset | wB97M-V/def2-TZVPD
O -1.624 1.372 -0.283
H 1.362 1.185 -0.245
H 2.196 0.136 0.950
C -1.872 0.287 0.026
C 0.813 -0.818 -0.242
C 1.356 0.250 0.286
O 0.185 -1.684 -0.683
O -2.418 -0.728 0.191
```

The SMILES is C=C=O.O=C=O. The value obtained for the electronic energy is -341.2243 Ha. The net charge is 0.

---

Record 2
The molecule C3H2O3. Source: the Open Molecules 2025 dataset; level of theory: wB97M-V/def2-TZVPD.

```
8
C3H2O3 | the Open Molecules 2025 dataset | wB97M-V/def2-TZVPD
C -0.177 -1.740 0.421
C 0.289 -0.327 0.479
O -0.653 2.590 -0.634
H 1.195 1.855 -0.100
O 0.582 -2.599 0.028
C 0.145 1.751 -0.408
H -1.178 -1.971 0.854
O -0.220 0.369 -0.504
```

The value obtained for the electronic energy is -341.1087 Ha. The net charge is 0.

---

Record 3
The ion C3H2O3P with charge -1 at a distorted geometry. Source: the Open Molecules 2025 dataset; level of theory: wB97M-V/def2-TZVPD.

```
9
C3H2O3P | the Open Molecules 2025 dataset | wB97M-V/def2-TZVPD
C 0.559 1.715 0.063
H 1.997 0.293 -0.054
C -1.439 -0.802 0.150
C 0.977 0.491 -0.073
O -1.988 -1.750 0.660
H 1.182 -2.016 0.012
O 0.105 2.787 0.058
O -1.670 0.371 -0.053
P 0.277 -1.089 -0.763
```

The SMILES is O=C=CPC(=O)[O-]. The value obtained for the electronic energy is -682.6088 Ha. The net charge is -1.